Below is a cluster of 2 separate species, C5H12N in total at a distorted geometry, with properties calculated with ωB97M-V/def2-TZVPD.

```
18
C5H12N, DFT ωB97M-V/def2-TZVPD
C 2.4172 0.6630 0.1113
C 1.2815 0.2840 0.7205
C 0.1235 -0.4455 -1.4098
C -0.6815 -1.2349 0.8419
C 0.1895 -0.3500 0.0563
N -1.4924 1.4384 0.1506
H 3.2496 1.0427 0.6809
H 2.5717 0.5628 -0.9503
H 1.2085 0.3704 1.7966
H 0.4471 0.4658 -1.9043
H -0.8702 -0.7217 -1.7521
H 0.7999 -1.2431 -1.7314
H -0.2558 -2.2438 0.7855
H -1.6803 -1.3103 0.4223
H -0.7236 -0.9669 1.8922
H -2.1943 1.2282 0.8505
H -1.9351 1.5513 -0.7536
H -1.0326 2.3084 0.4001
```

Summary:
**E**: -252.052604 Ha
**LUMO energy (alpha / beta)**: -3.0 / -8.6 eV
**Spin multiplicity**: 3
**Charge**: +1
**Frontier orbital gap (alpha / beta)**: 9.03 / 6.24 eV
**ΔE to the lowest compared entry with this formula, charge and spin**: 0.00 kJ/mol
**Molecular weight**: 86.2 g mol⁻¹
**Expectation value of S²**: 2.006

Below is the ion C5H12N with charge +2 at a distorted geometry, with properties calculated with ωB97M-V/def2-TZVPD.

```
18
C5H12N, DFT ωB97M-V/def2-TZVPD
C 0.8015 0.5649 1.6997
C 1.0119 -0.7352 0.9490
C 0.8568 -0.5805 -0.7046
C -0.3895 0.1330 -0.9735
C -0.6440 1.3188 -1.6284
N -1.6286 -0.5487 -0.4174
H 1.1403 0.4965 2.7317
H 1.2766 1.4453 1.2465
H -0.2566 0.8508 1.7049
H 2.0160 -1.1366 1.0748
H 0.2197 -1.4244 1.2547
H 0.9413 -1.5734 -1.1592
H 1.7212 0.0621 -0.8832
H -1.5588 1.4514 -2.2024
H 0.2268 1.9508 -1.7974
H -2.2884 -0.7353 -1.1877
H -1.3009 -1.4517 -0.0537
H -2.1452 -0.0878 0.3460
```

Summary:
**E**: -251.643392 Ha
**LUMO energy (alpha / beta)**: -10.3 / -14.0 eV
**Spin multiplicity**: 2
**Charge**: +2
**Frontier orbital gap (alpha / beta)**: 10.33 / 6.83 eV
**ΔE to the lowest compared entry with this formula, charge and spin**: 202.45 kJ/mol
**Molecular weight**: 86.2 g mol⁻¹
**Expectation value of S²**: 0.761

Below is a cluster of 2 separate species, C5H12N2 in total at a distorted geometry, with properties calculated with ωB97M-V/def2-TZVPD.

```
19
C5H12N2, DFT ωB97M-V/def2-TZVPD
C 1.5386 -0.8991 0.5609
N 0.2398 -0.4801 0.1027
C 0.0703 0.2132 -0.9604
C 1.1538 0.5451 -1.9543
N -1.1488 0.7583 -1.2098
H 1.8084 -1.8728 0.1402
H 1.5010 -0.9881 1.6473
H 2.3316 -0.1827 0.3319
H 0.7329 0.9158 -2.8860
H 1.8066 1.3142 -1.5406
H 1.7568 -0.3354 -2.1689
H -1.3890 1.0186 -2.1507
H -1.8793 0.6089 -0.5203
C -1.3273 -0.7037 1.4440
C -1.5218 0.5190 2.0259
H -0.8442 -1.4904 2.0063
H -2.0314 -1.0918 0.7125
H -0.9950 0.7458 2.9429
H -1.8030 1.4052 1.4762
```

Summary:
**E**: -307.131687 Ha
**LUMO energy**: 0.9 eV
**SMILES**: C/N=C(\C)N.C=C
**Frontier orbital gap**: 7.75 eV
**ΔE to the lowest compared entry with this formula, charge and spin**: 256.39 kJ/mol
**Molecular weight**: 100.2 g mol⁻¹

Below is an isolated molecule of C5H12N2 at a distorted geometry, with properties calculated with ωB97M-V/def2-TZVPD.

```
19
C5H12N2, DFT ωB97M-V/def2-TZVPD
C 2.2522 0.2493 0.9678
C 1.1945 0.5239 1.7151
C -0.2485 0.1600 1.4103
C -0.6222 0.3518 -0.0721
N -2.0212 0.7710 -0.2044
C -0.3516 -0.9268 -0.8569
N -0.5445 -0.6856 -2.2937
H 2.3829 -0.1577 -0.0094
H 3.2428 0.5697 1.3070
H 1.4113 1.1144 2.5960
H -0.4014 -0.8808 1.6863
H -0.8734 0.7584 2.0685
H -0.0027 1.1678 -0.4524
H -2.5883 0.0188 -0.5839
H -2.1230 1.5987 -0.7645
H -1.1491 -1.6043 -0.5359
H 0.5951 -1.3929 -0.5806
H 0.2082 -0.0780 -2.6142
H -0.3609 -1.5578 -2.7828
```

Summary:
**E**: -307.178835 Ha
**LUMO energy**: 1.1 eV
**SMILES**: C=CC[C@H](N)CN
**Frontier orbital gap**: 10.02 eV
**ΔE to the lowest compared entry with this formula, charge and spin**: 132.61 kJ/mol
**Molecular weight**: 100.2 g mol⁻¹

Which value of E does entry 4 give? -307.178835 Ha